# 1
The following is a quantum chemistry calculation of one molecule with the formula C24H32N6O2S, from OMol25.

The structure (SMILES) is CC1(C)Cc2c(c(N3CCCC3)nc3sc4c(N5CCN(CCO)CC5)ncnc4c23)CO1. Its LUMO energy is 0.60 eV. The calculation puts the energy above the lowest of the compared OMol25 structures with the same formula, charge and spin at 33.68 kJ/mol. Its max |F| is 0.811 eV/A. Its total charge is 0.

```
65
Properties=species:S:1:pos:R:3:forces:R:3:lowdin_charge:R:1
C -0.37932 -1.97144 5.45211 0.186 -0.128 -0.401 -0.016
C 0.32583 -1.95180 4.09236 -0.036 0.454 0.332 -0.552
C 1.66219 -1.20817 4.20041 -0.278 -0.289 -0.086 -0.005
C -0.56462 -1.25398 3.04795 0.158 -0.222 0.190 -0.064
C -0.02860 -1.50991 1.68029 0.068 0.036 -0.313 -0.096
C 0.34353 -2.81012 1.37939 0.011 0.132 0.222 -0.040
C 0.90279 -3.09192 0.10448 -0.260 0.510 -0.025 -0.214
N 1.35821 -4.29726 -0.31459 0.067 -0.208 -0.127 -0.058
C 1.79835 -4.42561 -1.69615 0.053 0.001 -0.436 -0.168
C 2.33709 -5.84714 -1.78272 0.000 0.121 0.124 -0.168
C 2.93482 -6.04544 -0.39372 -0.141 0.000 -0.004 -0.164
C 1.90985 -5.35616 0.50908 0.013 -0.306 0.370 -0.160
N 0.96843 -2.14055 -0.83757 0.104 -0.075 -0.280 0.116
C 0.58858 -0.92181 -0.53298 -0.177 0.283 0.520 -0.512
S 0.66474 0.38333 -1.69029 0.053 0.002 0.060 1.092
C 0.08302 1.52397 -0.48155 -0.029 -0.285 0.035 -0.336
C -0.11151 2.91892 -0.55576 -0.085 -0.160 0.522 -0.288
N 0.09289 3.68954 -1.64180 -0.006 0.050 -0.084 -0.070
C 0.31772 3.18447 -2.97666 0.120 -0.104 -0.262 -0.161
C -0.34637 4.13939 -3.99534 0.013 -0.078 0.048 -0.163
N -1.54569 4.75274 -3.47263 -0.045 -0.141 -0.096 -0.167
C -2.60810 3.80511 -3.18696 -0.304 0.351 -0.073 -0.175
C -3.96323 4.50519 -3.01970 0.062 -0.480 -0.346 -0.245
O -4.18322 5.02777 -1.73123 -0.085 0.122 0.570 -0.080
C -1.20691 5.64295 -2.36961 0.150 0.222 0.119 -0.138
C -0.00050 5.13032 -1.55420 -0.058 0.379 0.007 -0.120
N -0.52311 3.55622 0.55437 0.003 0.225 -0.331 0.125
C -0.73220 2.86433 1.65502 -0.046 -0.008 0.122 -0.216
N -0.58639 1.57198 1.83018 -0.025 -0.312 0.347 0.119
C -0.16355 0.89649 0.75193 -0.037 0.684 -0.434 -0.244
C 0.11357 -0.50478 0.71579 0.176 -0.593 -0.272 -0.120
C 0.05185 -3.75908 2.51086 -0.176 -0.235 -0.141 -0.138
O 0.61258 -3.30719 3.72532 0.148 0.016 0.222 -0.081
H -0.61349 -0.95917 5.76922 -0.037 0.136 0.073 0.087
H -1.30082 -2.54585 5.38883 -0.109 -0.042 -0.009 0.085
H 0.26508 -2.43891 6.19166 0.062 -0.032 0.109 0.085
H 1.50386 -0.19656 4.56325 -0.006 0.146 0.060 0.089
H 2.14309 -1.16125 3.22581 0.081 0.019 -0.081 0.087
H 2.31966 -1.73715 4.88542 0.079 -0.044 0.074 0.086
H -0.60907 -0.18266 3.23749 -0.076 -0.144 0.082 0.107
H -1.57946 -1.65894 3.11629 -0.059 0.017 0.005 0.140
H 0.96018 -4.23249 -2.36768 0.131 0.019 -0.055 0.120
H 2.57795 -3.68676 -1.91388 -0.060 -0.066 -0.066 0.120
H 3.06717 -5.96387 -2.58016 -0.023 -0.015 -0.061 0.110
H 1.52183 -6.55297 -1.94513 -0.023 -0.047 -0.036 0.113
H 3.07378 -7.09199 -0.13108 0.053 -0.009 0.058 0.110
H 3.89667 -5.53610 -0.32623 0.038 0.008 0.025 0.115
H 2.37051 -4.95615 1.41484 -0.073 -0.034 0.016 0.127
H 1.12207 -6.06836 0.78824 0.126 0.026 0.118 0.121
H 1.39204 3.09312 -3.18311 -0.045 -0.056 -0.076 0.125
H -0.13091 2.19521 -3.06865 -0.014 0.128 -0.040 0.056
H -0.58882 3.58626 -4.90509 0.099 0.022 -0.008 0.121
H 0.33834 4.94745 -4.26371 0.049 -0.071 -0.054 0.120
H -2.41937 3.19387 -2.28761 -0.033 -0.081 -0.044 0.124
H -2.67665 3.13174 -4.04527 -0.015 -0.057 0.036 0.125
H -4.76339 3.79589 -3.27594 0.072 0.084 -0.039 0.114
H -4.01743 5.35797 -3.69832 0.008 -0.124 -0.048 0.124
H -4.10234 4.31532 -1.08578 -0.032 0.062 -0.068 0.091
H -2.08150 5.75863 -1.73267 0.091 0.032 -0.032 0.106
H -0.96278 6.62434 -2.79084 0.010 0.028 0.141 0.120
H 0.93216 5.54923 -1.94925 -0.022 0.014 0.048 0.123
H -0.09904 5.39999 -0.50431 0.104 0.083 -0.219 0.107
H -1.06609 3.43565 2.51243 -0.028 0.044 0.083 0.109
H -1.04532 -3.84590 2.61254 0.172 -0.066 -0.010 0.138
H 0.44937 -4.75990 2.37263 -0.117 0.057 -0.074 0.102
```
Positions in Å, forces in eV/Å.

=====

# 2
The following is a quantum chemistry calculation of a 3-piece molecular cluster, C24H35FO3 overall, from OMol25.

The structure (SMILES) is CCC(=O)O[C@H](F)CCCCCCCOC.c1ccccc1.c1ccccc1. Its LUMO energy is 0.40 eV. Its max |F| is 8.787 eV/A. Its total charge is 0.

```
63
Properties=species:S:1:pos:R:3:forces:R:3:lowdin_charge:R:1
C 1.56377 0.94805 0.60873 -0.257 -0.600 -0.053 -0.109
C 0.98784 1.03855 -0.94099 -0.762 -0.583 0.425 -0.123
C 0.62836 -0.52229 -1.41699 2.843 -2.606 -3.487 -0.233
O 1.39735 -1.25019 -2.23867 -5.029 4.614 5.535 -0.013
O -0.61489 -1.08385 -0.80771 3.557 -0.833 -0.123 -0.067
C -0.29775 -2.35845 -0.09655 1.313 0.086 0.435 -0.218
F -0.64689 -3.55980 -0.90499 0.481 2.965 1.927 -0.056
C -0.96197 -2.33738 1.40185 -0.432 -0.266 0.597 -0.129
C -2.32605 -3.22988 1.57289 0.058 -0.480 -0.060 -0.206
C -3.46905 -2.98144 0.42081 -0.816 0.129 -0.021 -0.202
C -3.72745 -1.40786 0.03169 0.252 0.987 0.787 -0.212
C -5.29851 -0.94800 -0.00366 -0.170 -0.742 0.319 -0.217
C -5.55778 0.65996 -0.17648 -0.614 -0.550 -0.770 -0.196
C -4.28592 1.52505 -0.73261 -1.440 0.921 -0.492 -0.227
O -3.20000 1.75418 0.22627 -1.491 0.472 -0.015 -0.289
C -3.66534 2.34947 1.48596 0.622 -1.153 1.068 -0.128
H 2.66386 1.36972 0.62754 -2.350 -0.942 0.201 0.086
H 1.54136 -0.19421 0.92372 0.352 2.436 -0.477 0.077
H 0.85510 1.50844 1.37640 1.654 -1.032 -1.781 0.091
H -0.00880 1.67265 -0.90108 2.026 -1.437 -0.391 0.118
H 1.78981 1.52842 -1.65386 -1.859 -1.330 1.322 0.123
H 0.88509 -2.39413 0.04855 -2.651 -0.195 -0.656 0.154
H -1.18810 -1.23121 1.78096 0.643 -2.267 -1.321 0.126
H -0.14473 -2.75713 2.15557 -1.694 0.768 -1.720 0.127
H -2.78725 -3.03427 2.65577 1.060 -0.254 -2.391 0.123
H -2.02556 -4.37524 1.54319 -0.641 2.376 0.038 0.118
H -3.22593 -3.58411 -0.55490 -0.399 1.076 2.023 0.112
H -4.48959 -3.38334 0.87490 2.113 0.649 -1.034 0.113
H -3.23863 -1.07975 -1.00035 -0.841 -0.921 2.349 0.118
H -3.21298 -0.76803 0.89796 -1.031 -1.180 -2.045 0.109
H -5.83297 -1.53086 -0.88080 1.024 1.143 1.786 0.115
H -5.82818 -1.27036 1.01634 1.177 0.498 -2.233 0.117
H -6.41640 0.76837 -0.99977 1.897 -0.047 1.753 0.122
H -6.03367 1.04600 0.82227 1.209 -0.379 -1.974 0.103
H -4.71643 2.59497 -1.03842 0.808 -2.111 0.604 0.128
H -3.88812 1.04800 -1.74785 -0.479 0.900 2.538 0.142
H -2.68968 2.65068 2.10158 -2.140 -0.430 -1.579 0.108
H -4.14697 1.45576 2.11524 0.633 2.197 -1.175 0.102
H -4.39335 3.26301 1.36074 1.375 -1.812 0.112 0.107
C 6.12051 -4.22645 -2.15113 -0.185 -0.029 0.038 -0.102
C 5.37690 -3.05028 -2.05892 -0.059 -0.191 0.068 -0.095
C 4.04168 -3.09799 -1.65932 0.098 -0.079 0.061 -0.091
C 3.44807 -4.32344 -1.35577 0.218 0.026 -0.039 -0.087
C 4.18903 -5.50059 -1.45694 0.070 0.138 -0.019 -0.098
C 5.52536 -5.45257 -1.85292 -0.077 0.171 0.008 -0.103
H 7.16276 -4.18826 -2.45604 -0.139 -0.012 0.028 0.097
H 5.83861 -2.09551 -2.29791 -0.070 -0.140 0.039 0.099
H 3.46344 -2.18079 -1.58429 0.076 -0.187 -0.080 0.074
H 2.40860 -4.36069 -1.04193 0.094 0.007 -0.093 0.092
H 3.72493 -6.45636 -1.22616 0.071 0.145 -0.034 0.099
H 6.10331 -6.36976 -1.92945 -0.081 0.127 0.012 0.098
C 2.66194 4.73398 0.05082 -0.074 0.163 0.144 -0.102
C 3.70407 5.48738 0.59042 -0.135 0.015 0.043 -0.095
C 3.42664 6.53379 1.46952 -0.159 -0.091 -0.063 -0.096
C 2.10558 6.83003 1.80608 0.060 -0.148 -0.137 -0.096
C 1.06288 6.08258 1.25923 0.142 -0.044 -0.026 -0.096
C 1.34046 5.03372 0.38303 0.165 0.070 0.071 -0.098
H 2.87881 3.91442 -0.62888 -0.021 0.115 0.064 0.090
H 4.73344 5.25829 0.32624 -0.159 0.032 0.046 0.101
H 4.23927 7.11855 1.89252 -0.120 -0.089 -0.066 0.101
H 1.88925 7.64354 2.49296 0.028 -0.107 -0.100 0.100
H 0.03291 6.31706 1.51673 0.162 -0.039 -0.040 0.100
H 0.52793 4.44983 -0.04121 0.093 0.079 0.052 0.095
```
Positions in Å, forces in eV/Å.

=====

# 3
The following is a quantum chemistry calculation of a 2-piece molecular cluster, C4H7NS overall, from OMol25.

Its LUMO energy is 0.02 eV. The calculation puts the energy above the lowest of the compared OMol25 structures with the same formula, charge and spin at 292.50 kJ/mol. Its max |F| is 5.611 eV/A. Its total charge is 0.

```
13
Properties=species:S:1:pos:R:3:forces:R:3:lowdin_charge:R:1
C -1.97190 -0.34777 0.07153 4.574 1.019 -3.087 -0.169
C 0.22716 1.29402 -0.86155 -0.962 2.396 2.823 -0.175
C 0.85778 -1.06245 1.23809 2.223 -0.735 0.677 -0.416
C -0.20712 -0.07445 -0.98911 -2.244 -2.571 0.364 -0.575
N -2.89083 -0.37045 0.73884 -1.767 -0.194 1.277 0.021
S 0.85690 -1.33216 -0.46728 0.163 -1.520 -1.609 0.861
H 1.15673 1.50673 -1.34864 0.348 -0.108 -0.645 0.086
H -0.60613 1.85329 -1.22769 -0.167 1.023 -0.674 0.075
H 0.32822 1.69822 0.20150 0.015 -0.947 -1.168 0.114
H -0.12746 -1.13662 1.59914 -1.054 -0.726 0.990 0.014
H 1.17721 -0.08911 1.36249 0.457 2.360 0.585 -0.002
H 1.72187 -1.61432 1.70436 -1.476 -0.126 -0.283 0.079
H -0.52243 -0.32492 -2.02166 -0.111 0.130 0.749 0.087
```
Positions in Å, forces in eV/Å.

=====

Computed values of E_HOMO (unit: eV) for the preceding records, in sequence: -7.76, -9.05, -9.46.